1.
This record from the OMol25 dataset describes one molecule with the formula C7H10S. The level of theory is ωB97M-V/def2-TZVPD.

Element x y z (Å)
1 C 1.34974 1.98663 1.20644
2 C 0.44920 1.23719 0.65070
3 S 0.38672 0.73354 -1.15480
4 C -0.72552 -0.79190 -0.93405
5 C -0.56102 -1.83071 -2.02203
6 C -0.27085 -1.00046 0.53210
7 C -0.46311 -0.99101 2.08989
8 C -0.50897 0.26758 1.25214
9 H 1.88614 2.82188 0.63978
10 H 1.24421 1.90047 2.22485
11 H -1.74858 -0.23796 -0.88956
12 H -1.12030 -2.71612 -1.84521
13 H -0.71456 -1.40612 -2.99185
14 H 0.51574 -2.21546 -2.01841
15 H 0.86742 -1.29456 0.38015
16 H 0.28016 -1.48043 2.63036
17 H -1.42751 -1.01528 2.51584
18 H -1.58693 0.64299 1.17971

SMILES: C=C1S[C@@H](C)[C@@H]2C[C@@H]12
Orbital gap: 9.32 eV
LUMO: 1.030 eV

Mulliken population analysis, charges in e, atoms 1 to 5: -0.698 0.013 -0.176 0.230 -1.311

***

2.
This record from the OMol25 dataset describes a 2-piece molecular cluster, C7H10S overall. The level of theory is ωB97M-V/def2-TZVPD.

Element x y z (Å)
1 C -0.59653 -1.99613 -0.17474
2 C -0.83416 -0.73943 -0.50611
3 C -0.65570 0.45463 0.34821
4 C -0.52855 0.37757 1.74846
5 C -0.59227 1.73523 -0.25461
6 C -0.53215 1.88031 -1.58606
7 H -0.81474 -2.81773 -0.90330
8 H -0.08043 -2.48702 0.61784
9 H -1.34831 -0.50980 -1.43816
10 H -0.60153 1.30118 2.43506
11 H -0.52411 -0.57072 2.12148
12 H -0.78283 2.60870 0.31838
13 H -0.55057 2.84557 -2.00103
14 H -0.25362 1.04913 -2.22488
15 C 2.12397 -0.69240 0.47945
16 S 2.48619 -1.76577 -0.61956
17 H 2.23322 0.36259 0.22206
18 H 1.85211 -1.03592 1.41749

SMILES: C=CC(=C)C=C.C=S
Orbital gap: 8.37 eV
LUMO: -0.131 eV

Mulliken population analysis, charges in e, atoms 1 to 5: -1.240 -0.011 1.114 -1.083 -0.377

***

3.
This record from the OMol25 dataset describes C7H10S as an isolated structure. The level of theory is ωB97M-V/def2-TZVPD.

Element x y z (Å)
1 C 0.19143 -0.88158 1.18686
2 C 2.65790 -0.68851 -0.27593
3 C -1.19810 -1.26652 -0.61176
4 C 0.03442 1.81729 0.37584
5 C -1.19997 -0.48915 0.72590
6 C -1.07533 0.85516 -0.04296
7 C -0.40427 -0.04367 -1.07596
8 S 1.09336 0.03989 0.13303
9 H 0.51928 -0.97814 2.13754
10 H 3.09103 -0.24304 -1.18219
11 H 3.38185 -0.28973 0.51816
12 H -0.89521 -2.34898 -0.65019
13 H -2.06913 -1.08807 -1.10445
14 H 0.31690 2.61675 -0.47759
15 H -0.01899 2.11829 1.40329
16 H -2.06035 -0.58357 1.45317
17 H -2.00528 1.19147 -0.45199
18 H -0.35954 0.26211 -2.06077

Orbital gap (alpha / beta): 7.51 / 7.51 eV
LUMO (alpha / beta): 0.509 / 0.509 eV

Mulliken population analysis, charges in e, atoms 1 to 5: -0.833 -0.865 -0.597 -0.832 -0.242

***

Need the numbers? Relative energies in kcal/mol: 1 11.5; 2 0.0; 3 103.4.